Below is C18H52MnO20S2V2 as an isolated structure at a distorted geometry, with properties calculated with wB97M-V/def2-TZVPD.

Computed properties:
HOMO-LUMO gap (spin up / spin down) (eV): 8.48 / 8.90
HOMO energy (spin up / spin down) (eV): -9.334 / -9.749
Multiplicity: 6
Charge: 0
<S²>: 8.75

Each line ends with the Löwdin charge.
Positions of all 95 atoms, in Å:
Mn  1.050  1.287  1.014  0.87
O  -4.707  0.427  -0.266  -0.31
V  -3.812  1.080  0.877  0.98
O  -4.344  0.452  2.252  -0.26
O  -0.373  -2.191  3.700  -0.30
V  -1.447  -1.434  2.829  0.91
O  -2.863  -1.860  3.414  -0.27
S  -1.423  2.061  2.896  0.35
O  -1.604  2.871  4.062  -0.26
O  -1.556  0.642  3.286  -0.38
O  -2.437  2.337  1.842  -0.39
O  -0.072  2.222  2.311  -0.37
S  -0.872  -0.393  0.133  0.36
O  -2.246  -0.340  0.615  -0.32
O  -0.614  -1.513  -0.768  -0.28
O  -0.377  0.881  -0.366  -0.34
O  -0.089  -0.523  1.351  -0.37
C  -0.196  0.570  -3.933  -0.13
O  0.321  1.468  -2.951  -0.14
H  0.053  0.904  -4.940  0.08
H  0.285  -0.411  -3.881  0.07
H  -1.270  0.406  -3.848  0.06
H  0.019  1.154  -2.082  0.02
C  -3.299  -2.038  -2.767  -0.15
O  -1.913  -2.224  -2.940  -0.15
H  -3.807  -2.786  -2.151  0.08
H  -3.463  -1.098  -2.228  0.06
H  -3.790  -1.957  -3.736  0.08
H  -1.410  -1.919  -2.161  0.00
C  3.427  0.946  -1.524  -0.10
O  2.348  0.514  -0.707  -0.18
H  3.255  0.776  -2.586  0.10
H  3.500  2.021  -1.349  0.07
H  4.362  0.502  -1.172  0.09
H  2.169  -0.394  -1.032  0.05
C  3.271  -3.696  -2.482  -0.05
C  2.293  -3.192  -1.403  -0.47
C  2.967  -2.932  -0.087  -0.04
O  1.771  -1.976  -1.926  -0.07
H  3.719  -4.648  -2.193  0.08
H  4.037  -2.972  -2.763  0.08
H  2.743  -3.853  -3.425  0.08
H  1.505  -3.949  -1.342  0.14
H  3.651  -2.098  -0.244  0.08
H  3.534  -3.787  0.286  0.09
H  2.225  -2.736  0.691  0.07
H  0.860  -1.947  -1.574  0.05
C  2.848  -1.268  3.815  -0.05
C  2.240  0.109  3.613  -0.44
C  2.766  1.116  4.630  -0.03
O  2.602  0.508  2.276  -0.10
H  3.925  -1.326  3.998  0.09
H  2.661  -1.932  2.971  0.07
H  2.389  -1.725  4.694  0.09
H  1.158  0.042  3.718  0.12
H  3.825  1.334  4.483  0.08
H  2.657  0.743  5.649  0.09
H  2.160  2.022  4.585  0.08
H  3.542  0.327  2.183  0.12
C  0.754  5.257  0.796  -0.03
C  1.045  4.040  -0.031  -0.46
C  1.537  4.349  -1.425  -0.03
O  1.946  3.153  0.674  -0.09
H  -0.048  5.820  0.317  0.09
H  1.615  5.898  0.987  0.10
H  0.308  4.944  1.744  0.09
H  0.124  3.466  -0.167  0.11
H  1.828  3.482  -2.021  0.07
H  2.490  4.888  -1.381  0.09
H  0.803  4.919  -1.990  0.08
H  2.444  3.672  1.314  0.12
C  -2.182  4.186  -2.169  -0.04
C  -3.284  3.188  -1.860  -0.45
C  -3.807  2.486  -3.094  -0.03
O  -2.799  2.253  -0.902  -0.12
H  -2.489  4.955  -2.878  0.09
H  -1.287  3.688  -2.550  0.08
H  -1.918  4.705  -1.243  0.08
H  -4.080  3.698  -1.310  0.15
H  -4.672  1.879  -2.820  0.08
H  -3.038  1.838  -3.513  0.07
H  -4.159  3.177  -3.860  0.09
H  -1.837  2.280  -0.840  0.06
C  -1.522  -5.070  2.628  -0.03
C  -1.052  -4.476  1.296  -0.41
C  -1.605  -5.182  0.040  -0.03
O  -1.544  -3.120  1.255  -0.12
H  -1.094  -4.516  3.461  0.06
H  -1.222  -6.116  2.692  0.08
H  -2.610  -5.028  2.675  0.09
H  0.035  -4.389  1.216  0.13
H  -1.526  -6.271  0.042  0.08
H  -1.253  -4.758  -0.899  0.08
H  -2.696  -5.115  0.102  0.09
H  -1.357  -2.782  0.367  0.05

---

Below is a 9-piece molecular cluster, C33H76ClN6O10P2 overall at a distorted geometry, with properties calculated with wB97M-V/def2-TZVPD.

Computed properties:
HOMO-LUMO gap (eV): 8.32
HOMO energy (eV): -11.188
Charge: +1

Each line ends with the Löwdin charge.
Positions of all 128 atoms, in Å:
C  -2.125  5.221  5.206  -0.10
C  -0.799  4.894  5.874  -0.22
C  0.284  4.467  4.856  -0.11
C  0.631  2.938  4.970  -0.47
O  1.201  2.791  6.224  0.00
N  -0.645  2.258  4.772  -0.13
P  -1.277  0.937  5.724  0.95
C  -2.288  1.690  7.042  -0.27
C  0.033  -0.081  6.462  -0.27
C  -0.708  2.118  3.397  -0.33
N  -1.831  2.262  2.763  0.24
C  -1.893  2.201  1.316  -0.30
C  -1.564  3.326  0.592  0.00
C  -1.619  3.318  -0.792  -0.02
C  -1.994  2.121  -1.394  -0.03
C  -2.276  1.037  -0.569  -0.10
N  -2.249  1.047  0.763  0.14
N  0.509  1.922  2.865  0.02
C  0.753  0.840  1.919  -0.64
Cl  1.927  1.316  0.678  0.71
C  1.091  -0.512  2.567  -0.25
C  0.032  -1.541  2.219  -0.07
C  1.535  2.586  3.670  -0.40
N  1.977  3.763  2.907  0.16
C  3.052  4.257  3.225  -0.37
O  4.089  4.651  3.462  0.25
P  3.009  1.572  4.286  0.82
N  4.083  1.210  3.209  -0.26
H  -2.804  5.665  5.928  0.08
H  -2.602  4.348  4.767  0.05
H  -1.973  5.955  4.420  0.08
H  -0.438  5.812  6.329  0.11
H  -0.905  4.149  6.655  0.09
H  1.179  5.065  5.023  0.12
H  -0.073  4.726  3.861  0.11
H  1.764  3.546  6.416  0.12
H  -2.886  2.455  6.555  0.03
H  -1.690  2.174  7.812  0.04
H  -2.979  0.962  7.447  0.04
H  -0.378  -0.464  7.394  0.05
H  0.961  0.425  6.720  0.02
H  0.267  -0.946  5.854  0.03
H  -2.682  2.433  3.280  0.17
H  -1.259  4.224  1.113  0.12
H  -1.356  4.189  -1.367  0.12
H  -2.057  2.049  -2.465  0.12
H  -2.540  0.098  -1.039  0.11
H  -0.136  0.649  1.341  0.06
H  2.092  -0.821  2.285  0.09
H  1.114  -0.352  3.645  0.06
H  0.283  -2.520  2.607  0.09
H  -0.024  -1.620  1.135  0.08
H  -0.939  -1.241  2.602  0.06
H  2.491  0.434  4.923  0.02
H  3.576  2.422  5.251  0.03
H  4.195  0.204  3.151  -0.02
C  5.793  -0.101  0.081  -0.09
C  5.366  -1.236  -0.827  -0.32
O  4.119  -1.786  -0.401  -0.10
H  5.885  -0.452  1.109  0.07
H  6.749  0.325  -0.227  0.08
H  5.041  0.692  0.074  0.05
H  6.101  -2.040  -0.809  0.12
H  5.265  -0.888  -1.858  0.09
H  3.470  -1.077  -0.434  0.04
C  3.497  5.195  -0.598  -0.08
C  2.212  5.936  -0.920  -0.30
O  1.079  5.266  -0.358  -0.11
H  3.459  4.177  -0.986  0.07
H  4.360  5.705  -1.027  0.08
H  3.638  5.125  0.484  0.06
H  2.055  5.989  -1.995  0.11
H  2.249  6.957  -0.528  0.11
H  1.216  5.225  0.594  0.05
C  -5.337  4.987  -2.723  -0.09
C  -6.258  3.832  -2.376  -0.32
O  -5.649  2.574  -2.662  -0.08
H  -5.064  4.951  -3.778  0.08
H  -5.813  5.946  -2.517  0.08
H  -4.410  4.929  -2.144  0.06
H  -7.170  3.879  -2.966  0.11
H  -6.532  3.867  -1.316  0.11
H  -4.847  2.513  -2.137  0.05
C  -2.983  -4.813  1.884  -0.09
C  -3.379  -3.983  3.091  -0.31
O  -3.145  -2.595  2.856  -0.10
H  -1.930  -4.659  1.645  0.07
H  -3.151  -5.876  2.066  0.08
H  -3.560  -4.513  1.007  0.07
H  -2.789  -4.263  3.962  0.11
H  -4.437  -4.133  3.331  0.11
H  -3.670  -2.336  2.093  0.08
C  -1.109  -4.979  -2.175  -0.08
C  -2.456  -4.282  -2.129  -0.31
O  -2.421  -3.127  -1.287  -0.11
H  -0.802  -5.277  -1.171  0.07
H  -1.149  -5.867  -2.806  0.07
H  -0.340  -4.310  -2.568  0.07
H  -3.217  -4.944  -1.720  0.11
H  -2.765  -3.983  -3.135  0.11
H  -1.760  -2.528  -1.645  0.06
C  3.863  -1.908  -4.296  -0.08
C  2.590  -1.148  -4.610  -0.31
O  1.455  -1.787  -4.018  -0.10
H  3.793  -2.932  -4.664  0.07
H  4.729  -1.429  -4.755  0.08
H  4.021  -1.958  -3.217  0.04
H  2.418  -1.115  -5.684  0.11
H  2.651  -0.118  -4.239  0.10
H  1.606  -1.813  -3.069  0.07
C  0.822  -3.899  -7.438  -0.08
C  2.212  -3.911  -8.044  -0.31
O  3.158  -4.470  -7.136  -0.09
H  0.816  -3.325  -6.509  0.07
H  0.095  -3.462  -8.126  0.08
H  0.506  -4.913  -7.196  0.04
H  2.544  -2.898  -8.269  0.11
H  2.223  -4.489  -8.974  0.11
H  2.876  -5.371  -6.945  0.08
C  -1.883  -8.361  -7.104  -0.09
C  -0.948  -7.183  -6.904  -0.33
O  0.285  -7.379  -7.598  -0.09
H  -1.414  -9.281  -6.754  0.08
H  -2.819  -8.216  -6.562  0.07
H  -2.113  -8.495  -8.163  0.07
H  -0.703  -7.062  -5.849  0.11
H  -1.413  -6.256  -7.257  0.10
H  0.083  -7.475  -8.533  0.08

---

Number 1: E_tot -164830.702 eV, M 809.554 Da. Number 2: E_tot -95959.561 eV, M 814.404 Da.